1.
Here is 2 unconnected molecules or ions with the total composition C3HCl2F3 at a distorted geometry from the OMol25 dataset. Energies are from the ωB97M-V functional and the def2-TZVPD basis.

Energy relative to the best compared isomer or geometry (same formula, charge and spin): 125.3 kcal/mol
Kohn-Sham gap (spin up / spin down): 8.3 / 8.0 eV
E: -36318.1101 eV
Spin multiplicity: 1

CARTESIAN COORDINATES (ANGSTROEM)
1 C -1.86247 -0.47327 0.07812
2 C 0.30519 -0.33240 -0.33643
3 C 1.12896 0.72493 0.23328
4 F -2.29317 -1.66116 -0.23592
5 F 2.14105 0.26022 1.02770
6 F 0.41462 1.71687 0.76979
7 Cl 0.84486 -1.93541 -0.27951
8 Cl 1.96218 1.36855 -1.14216
9 H -2.64122 0.33167 -0.11488



2.
Here is a molecular structure, C38H32BINO6PReS at a distorted geometry from the OMol25 dataset. Energies are from the ωB97M-V functional and the def2-TZVPD basis.

Kohn-Sham gap (spin up / spin down): 5.1 / 5.4 eV
E: -84717.4230 eV
Spin multiplicity: 2
Net charge: +2
⟨S²⟩: 0.77

CARTESIAN COORDINATES (ANGSTROEM)
1 Re -0.51816 1.15180 1.26231
2 I -2.69434 2.59597 0.63054
3 C -3.70488 1.49673 -0.82116
4 C -5.03921 1.43265 -0.53743
5 C -5.93363 0.94819 -1.51539
6 C -5.44909 0.63335 -2.74544
7 C -4.06239 0.70583 -3.03821
8 C -3.62137 0.44366 -4.35531
9 C -2.30283 0.54076 -4.67772
10 C -1.36863 0.79395 -3.65917
11 C -1.73156 1.00942 -2.34815
12 P -0.29087 1.01809 -1.20409
13 C 0.71854 2.37150 -1.88092
14 C 0.43955 3.67918 -1.49339
15 C 1.13236 4.73839 -2.05827
16 C 2.10780 4.49964 -3.01672
17 C 2.38939 3.19802 -3.40631
18 C 1.69902 2.13474 -2.84205
19 C 0.55556 -0.53229 -1.58820
20 C -0.14482 -1.58321 -2.19584
21 C 0.54337 -2.70358 -2.62915
22 C 1.91414 -2.80595 -2.41821
23 C 2.59977 -1.78942 -1.76343
24 C 1.92685 -0.65362 -1.34509
25 C -3.12093 1.07116 -2.03444
26 H -5.42767 1.78251 0.41120
27 H -6.98945 0.88166 -1.29152
28 H -6.12200 0.33153 -3.53856
29 H -4.36002 0.18897 -5.10550
30 H -1.96430 0.38574 -5.69305
31 H -0.31915 0.77902 -3.92800
32 H -0.31093 3.89314 -0.74148
33 H 0.90975 5.75066 -1.74835
34 H 2.64597 5.32703 -3.46011
35 H 3.14845 3.00582 -4.15326
36 H 1.93941 1.12825 -3.15831
37 H -1.20983 -1.51425 -2.37117
38 H 0.00789 -3.49525 -3.13787
39 H 2.44904 -3.68317 -2.76023
40 H 3.66396 -1.87354 -1.58952
41 H 2.47296 0.14640 -0.85998
42 O 2.43782 2.15473 0.47738
43 B 1.52011 1.72757 1.41266
44 O 2.09997 1.62204 2.67585
45 C 3.43759 1.96752 2.49446
46 C 4.44806 2.00666 3.42687
47 C 5.69116 2.41272 2.95353
48 C 5.88931 2.75704 1.61597
49 C 4.85335 2.71106 0.68941
50 C 3.63278 2.30319 1.17727
51 H 4.28333 1.74283 4.46255
52 H 6.52454 2.46907 3.64075
53 H 6.87360 3.06960 1.29364
54 H 4.99194 2.98205 -0.34889
55 C -2.05957 -6.45157 0.72130
56 C -1.31900 -5.21911 1.15273
57 C -0.60976 -4.44696 0.23740
58 C 0.10232 -3.32988 0.64061
59 C 0.08688 -2.98050 1.98648
60 C -0.59093 -3.75691 2.93674
61 C -1.30111 -4.85367 2.50506
62 S 1.10420 -1.69187 2.49885
63 O 1.91906 -1.20893 1.43346
64 O 1.59956 -1.93882 3.81002
65 N 0.02280 -0.27358 2.77310
66 C -1.13064 -0.57330 3.71837
67 C -1.49178 0.62536 4.59627
68 C -1.83123 1.80611 3.73870
69 O -2.89070 2.34739 3.67767
70 O -0.74855 2.14776 2.95566
71 H -1.99306 -6.60617 -0.35354
72 H -3.11263 -6.38609 0.99910
73 H -1.64999 -7.33212 1.21884
74 H -0.59489 -4.73835 -0.80632
75 H 0.68371 -2.75228 -0.06187
76 H -0.52636 -3.54063 3.99245
77 H -1.82831 -5.46318 3.22945
78 H 0.69466 0.31794 3.29270
79 H -0.82028 -1.38975 4.36170
80 H -1.97950 -0.91178 3.12322
81 H -0.64635 0.87200 5.24308
82 H -2.34985 0.37332 5.21423



3.
Here is 2 unconnected molecules or ions with the total composition C3H10NO at a distorted geometry from the OMol25 dataset. Energies are from the ωB97M-V functional and the def2-TZVPD basis.

Energy relative to the best compared isomer or geometry (same formula, charge and spin): 47.9 kcal/mol
Kohn-Sham gap: 11.7 eV
E: -6802.2348 eV
Spin multiplicity: 1
Net charge: +1

CARTESIAN COORDINATES (ANGSTROEM)
1 C 1.21351 -1.96559 0.77806
2 O 0.37351 -1.63344 -0.31249
3 H 2.00868 -1.17516 0.63720
4 H 0.64756 -1.74722 1.66126
5 H 1.56715 -3.08309 0.76809
6 H -0.13952 -2.40243 -0.58866
7 C -1.24702 1.14909 -0.21186
8 C -1.05834 2.10217 0.69758
9 N -0.06664 0.80468 -1.11339
10 H -2.23431 0.79451 -0.58801
11 H -1.88115 2.30039 1.26457
12 H -0.12292 2.64812 0.88348
13 H -0.32402 0.93631 -2.12265
14 H 0.82026 1.44823 -0.83754
15 H 0.44326 -0.17656 -0.91563



4.
Here is a single Br2OS2 molecule at a distorted geometry from the OMol25 dataset. Energies are from the ωB97M-V functional and the def2-TZVPD basis.

Energy relative to the best compared isomer or geometry (same formula, charge and spin): 13.2 kcal/mol
Structure (SMILES): BrSOSBr
Kohn-Sham gap (spin up / spin down): 7.2 / 7.2 eV
E: -163800.8886 eV
Spin multiplicity: 1

CARTESIAN COORDINATES (ANGSTROEM)
1 O 1.16799 -0.57578 0.14852
2 S 0.05942 -0.93736 -0.95057
3 S 0.73644 1.26073 1.11498
4 Br -1.52599 -2.02544 0.06931
5 Br -0.43787 2.27785 -0.38225



5.
Here is 3 unconnected molecules or ions with the total composition C18H40BrFINO2S at a distorted geometry from the OMol25 dataset. Energies are from the ωB97M-V functional and the def2-TZVPD basis.

Energy relative to the best compared isomer or geometry (same formula, charge and spin): 0.0 kcal/mol
Structure (SMILES): CC[C@@H](I)N(CCCBr)S(=O)(=O)F.CCCCCC.CCCCCC
Kohn-Sham gap: 9.9 eV
E: -116595.5252 eV
Spin multiplicity: 1

CARTESIAN COORDINATES (ANGSTROEM)
1 C 4.37904 -0.20211 -2.34189
2 C 3.06067 0.45627 -2.77840
3 C 2.40326 -0.23360 -3.96396
4 I 2.37996 -2.41270 -3.66370
5 N 1.08297 0.32566 -4.25056
6 C 0.16455 0.26209 -3.09340
7 C -1.30629 0.63036 -3.36827
8 C -2.25032 -0.55193 -3.10761
9 Br -2.96476 -0.49256 -1.29616
10 S 0.46829 -0.28789 -5.68011
11 O 1.48134 -0.85987 -6.46414
12 O -0.24744 0.74567 -6.30821
13 F -0.49713 -1.43293 -5.28778
14 H 4.21290 -0.69144 -1.39074
15 H 5.13553 0.55213 -2.14371
16 H 4.80431 -0.86785 -3.08147
17 H 3.30129 1.45928 -3.12279
18 H 2.41519 0.50612 -1.91328
19 H 3.05820 -0.09535 -4.80820
20 H 0.19007 -0.69874 -2.58078
21 H 0.54085 0.97609 -2.37423
22 H -1.48914 1.08402 -4.33377
23 H -1.58559 1.37290 -2.63121
24 H -1.72566 -1.49077 -3.18623
25 H -3.04146 -0.56470 -3.84554
26 C 6.90945 1.89996 4.15287
27 C 6.75999 0.39636 3.93939
28 C 6.83465 -0.02019 2.47176
29 C 5.73652 0.55934 1.57953
30 C 4.30712 0.23906 2.01296
31 C 3.98988 -1.25397 2.00421
32 H 6.09832 2.45773 3.68238
33 H 6.89550 2.13920 5.21690
34 H 7.85452 2.26002 3.74141
35 H 5.82172 0.05429 4.38453
36 H 7.55922 -0.11427 4.48250
37 H 6.81366 -1.11203 2.41288
38 H 7.80488 0.28206 2.06558
39 H 5.88866 0.18827 0.56052
40 H 5.85131 1.64562 1.52221
41 H 3.61983 0.74660 1.32947
42 H 4.10932 0.65094 3.00596
43 H 4.15336 -1.68238 1.01261
44 H 2.94708 -1.42570 2.27436
45 H 4.60708 -1.80149 2.71754
46 C -9.27221 0.50148 1.66563
47 C -8.04169 0.45814 2.56702
48 C -6.77066 0.96190 1.88588
49 C -6.32602 0.15235 0.66701
50 C -6.07839 -1.33267 0.92386
51 C -4.95677 -1.59674 1.92368
52 H -9.16247 -0.15410 0.80056
53 H -10.15892 0.17609 2.21139
54 H -9.45514 1.51545 1.30424
55 H -7.89562 -0.55946 2.93936
56 H -8.23091 1.08038 3.44571
57 H -5.96187 0.98655 2.62191
58 H -6.92247 2.00009 1.57415
59 H -5.40948 0.60049 0.27155
60 H -7.07255 0.25074 -0.12622
61 H -5.81599 -1.80541 -0.02610
62 H -6.99588 -1.82002 1.26513
63 H -4.02085 -1.14436 1.58802
64 H -4.79045 -2.66933 2.03228
65 H -5.19435 -1.19910 2.91156



6.
Here is 2 unconnected molecules or ions with the total composition C7H15N2 at a distorted geometry from the OMol25 dataset. Energies are from the ωB97M-V functional and the def2-TZVPD basis.

Energy relative to the best compared isomer or geometry (same formula, charge and spin): 63.1 kcal/mol
Kohn-Sham gap: 8.4 eV
E: -10473.5574 eV
Spin multiplicity: 1
Net charge: +1

CARTESIAN COORDINATES (ANGSTROEM)
1 C -1.24453 2.79734 2.62358
2 C -1.39469 1.77839 1.47004
3 C -0.17899 -1.42846 -0.41533
4 C 0.28290 -2.87383 -0.55292
5 C 1.96771 -1.59456 -1.63037
6 C 0.91694 -0.65152 -1.19441
7 C -1.18759 2.05180 0.17162
8 N 0.86378 0.62617 -1.41394
9 N 1.67960 -2.77175 -0.87592
10 H -2.11015 3.53738 2.73503
11 H -1.41527 2.18157 3.57197
12 H -1.57703 0.79944 1.88032
13 H -1.21973 -1.29953 -0.86418
14 H -0.16368 -1.19998 0.63633
15 H 0.19307 -3.48474 0.34017
16 H -0.33274 -3.40157 -1.39076
17 H 2.17476 -1.82383 -2.74843
18 H 2.95098 -1.25122 -1.33794
19 H -1.08631 3.16084 0.13724
20 H -1.58318 1.38595 -0.58764
21 H 1.61060 1.06712 -2.08008
22 H -0.35709 3.28053 2.82952
23 H 0.05078 1.09520 -1.05224
24 H 2.05498 -3.61473 -1.19496



7.
Here is a single C11H16FNO2 molecule at a distorted geometry from the OMol25 dataset. Energies are from the ωB97M-V functional and the def2-TZVPD basis.

Energy relative to the best compared isomer or geometry (same formula, charge and spin): 34.0 kcal/mol
Structure (SMILES): CCN(c1ccc(O)c(C)c1)[C@@](C)(O)F
Kohn-Sham gap: 8.7 eV
E: -19966.5720 eV
Spin multiplicity: 1

CARTESIAN COORDINATES (ANGSTROEM)
1 C 0.72651 1.76585 -0.66990
2 C 2.06287 1.97208 -0.56339
3 C 1.06664 -0.43421 -0.03462
4 C 2.43100 -0.37574 0.11241
5 C 0.19317 0.56470 -0.32221
6 C 2.93945 0.91872 -0.17487
7 C 3.31414 -1.48171 0.50419
8 C -2.21860 -2.18410 -0.48116
9 C -1.77119 1.83864 1.39770
10 C -1.59481 -0.92365 -1.17710
11 C -2.20846 0.93428 0.31949
12 N -1.22458 0.22474 -0.29996
13 O 4.25700 1.20585 0.22732
14 O -3.01893 1.72625 -1.02032
15 F -3.18768 0.10723 0.66455
16 H -0.01381 2.51229 -0.92682
17 H 2.51205 2.88601 -0.88684
18 H 0.78335 -1.42981 0.08381
19 H 3.60237 -1.36620 1.59936
20 H 2.70186 -2.48953 0.48639
21 H 4.16045 -1.52515 -0.18923
22 H -3.09820 -2.00398 0.02294
23 H -2.12892 -2.86332 -1.32711
24 H -1.60361 -2.53338 0.39394
25 H -0.77192 1.60530 1.78726
26 H -1.61354 2.90033 1.16295
27 H -2.49556 1.68043 2.18250
28 H -0.65671 -1.13870 -1.76812
29 H -2.40708 -0.55403 -1.88299
30 H 4.68199 2.15878 0.13773
31 H -2.20291 2.15910 -1.32949



8.
Here is a gas-phase ion, CH3N2S (charge +1) at a distorted geometry from the OMol25 dataset. Energies are from the ωB97M-V functional and the def2-TZVPD basis.

Energy relative to the best compared isomer or geometry (same formula, charge and spin): 60.6 kcal/mol
Structure (SMILES): [NH+]#S#CN
Kohn-Sham gap (spin up / spin down): 8.7 / 8.7 eV
E: -14889.1070 eV
Spin multiplicity: 1
Net charge: +1

CARTESIAN COORDINATES (ANGSTROEM)
1 C -0.13797 -0.69831 0.06026
2 N -1.07400 1.29943 0.08320
3 N 1.13008 -0.74748 0.15968
4 S -1.62827 -0.12853 0.12964
5 H -1.42857 1.99412 -0.71884
6 H 1.56168 -0.64035 1.00060
7 H 1.57705 -1.07888 -0.71455



9.
Here is a gas-phase ion, C4H9N2 (charge +1) at a distorted geometry from the OMol25 dataset. Energies are from the ωB97M-V functional and the def2-TZVPD basis.

Energy relative to the best compared isomer or geometry (same formula, charge and spin): 97.7 kcal/mol
Structure (SMILES): C=C/[N+](C)=N\C
Kohn-Sham gap: 9.6 eV
E: -7263.9034 eV
Spin multiplicity: 1
Net charge: +1

CARTESIAN COORDINATES (ANGSTROEM)
1 C 1.52046 1.55764 -0.12668
2 C 0.86065 0.52095 0.37136
3 C -1.28682 -0.86197 1.50694
4 C 0.02856 -0.45606 -1.79939
5 N -1.06485 -0.80042 0.17260
6 N -0.13303 -0.19900 -0.36974
7 H 1.93579 2.23395 0.61793
8 H 1.55631 1.86238 -1.14635
9 H 0.91180 0.39826 1.45624
10 H -2.02825 -1.70687 1.64026
11 H -0.53679 -0.98285 2.26123
12 H -1.79214 0.06972 2.01158
13 H -0.86325 -0.84861 -2.04491
14 H 0.11988 0.36432 -2.56432
15 H 0.77167 -1.15142 -1.98676